Entry 1:
Below is a structure of composition C51H42Cl4GeN5O11SZr, with properties calculated with the ωB97M-V functional and the def2-TZVPD basis.

CARTESIAN COORDINATES (ANGSTROEM)
Cl  2.721  -4.331  3.052
C  -4.019  4.193  -3.253
H  -5.194  -0.822  3.048
C  2.843  -0.380  2.503
H  -3.260  4.232  -5.259
H  -1.795  6.383  -0.155
C  -1.019  0.019  -2.609
H  3.650  0.868  -0.600
O  -1.221  1.016  -0.161
C  -4.625  -0.032  2.577
C  -2.786  1.509  2.582
H  -4.970  6.110  3.601
H  -4.483  4.098  -1.164
C  -2.992  7.483  1.235
Ge  -2.067  3.365  0.402
N  1.291  -2.906  -1.206
C  0.798  2.570  0.893
C  3.980  -2.241  4.244
O  2.262  0.405  1.633
C  -0.046  0.199  -5.194
H  -0.131  4.297  1.780
C  -4.276  6.176  2.773
C  7.224  -2.060  0.098
C  0.220  -0.522  -2.906
N  -0.752  -3.059  1.142
C  -3.723  3.961  -1.923
H  -3.217  0.141  4.176
C  -3.775  5.023  2.195
C  1.604  -5.627  -0.758
H  -0.395  -5.775  -1.534
Cl  5.383  -0.368  5.585
C  3.487  -2.366  -0.495
C  2.487  -1.757  2.402
H  0.340  1.750  1.461
C  -3.160  1.990  1.336
C  -3.516  0.509  3.204
C  -1.199  -3.953  2.007
C  -2.497  6.323  0.667
C  -1.790  0.617  -3.589
H  1.004  -7.666  -1.029
C  -2.445  3.581  -1.530
H  6.033  0.414  -0.040
C  0.426  -5.122  -1.285
C  0.702  -0.422  -4.202
H  1.778  -7.309  0.540
O  3.064  -7.481  -1.072
C  -3.887  7.412  2.290
H  -3.684  -1.749  0.181
H  -2.863  -4.861  3.027
N  0.071  -0.481  3.101
H  -4.276  8.319  2.734
C  3.753  0.027  3.468
H  0.789  -1.023  -2.132
H  -0.462  3.168  -2.227
C  -1.302  0.706  -4.878
C  4.004  -0.145  -0.461
H  0.205  4.440  0.058
C  1.179  2.073  -0.514
C  0.467  0.333  -6.595
H  3.543  -5.115  -0.047
H  -4.077  4.056  2.576
H  0.619  1.386  -6.826
S  -1.713  -0.098  -0.973
H  -0.566  -3.329  -1.938
O  1.612  -2.036  1.470
H  5.118  -3.755  -0.228
C  -1.750  3.701  -3.834
O  -3.140  -0.150  -1.164
C  3.099  -2.670  3.250
O  7.460  -3.372  0.537
H  -1.918  1.928  3.078
Cl  4.159  1.691  3.543
N  3.092  -1.094  -0.602
C  0.324  -3.756  -1.493
H  1.676  -0.827  -4.434
H  7.728  -1.982  -0.873
H  3.236  -8.402  -0.850
Zr  0.678  -0.450  0.716
H  1.410  -0.192  -6.720
C  4.308  -0.899  4.354
C  -2.875  5.070  1.138
C  -0.148  3.753  0.832
H  1.739  2.857  1.380
H  -5.866  0.033  0.830
C  5.767  -1.721  -0.099
C  2.624  -4.737  -0.459
C  -3.032  4.058  -4.216
O  -0.708  -0.352  2.115
C  1.810  -7.102  -0.538
H  -0.968  3.604  -4.576
C  -1.463  3.459  -2.502
H  -1.891  1.190  -5.645
H  -5.021  4.483  -3.541
O  0.600  0.516  3.534
O  1.213  0.800  -0.702
O  0.181  -1.557  3.624
C  -2.540  -4.133  2.297
H  7.688  -1.328  0.775
N  -1.023  -1.396  -0.369
H  -0.437  -4.553  2.492
Cl  4.650  -3.382  5.341
C  -3.008  -2.397  0.711
C  5.340  -0.400  -0.183
H  -2.682  8.449  0.857
O  1.464  2.881  -1.387
C  -1.624  -2.270  0.499
C  4.817  -2.718  -0.262
C  -4.286  1.457  0.727
C  2.433  -3.379  -0.703
H  -4.515  -3.423  1.815
H  -4.580  1.802  -0.253
H  -0.255  -0.066  -7.306
C  -5.011  0.453  1.339
H  6.984  -3.514  1.364
H  -2.763  0.999  -3.324
C  -3.453  -3.324  1.628

Calculated values
2S+1 = 1
HOMO-LUMO gap = 7.419 eV
Total energy = -7433.13982 hartree
Charge = -1
Maximum force = 4.95 eV/A

Mulliken population analysis, charges in e, atoms 1 to 8: Cl -0.200; C -0.825; H 0.389; C -0.794; H 0.394; H 0.345; C -0.213; H 0.429

***

Entry 2:
Below is a structure of composition C51H42N3P2RuS2, with properties calculated with the ωB97M-V functional and the def2-TZVPD basis.

CARTESIAN COORDINATES (ANGSTROEM)
C  -1.915  -0.767  -1.137
C  0.425  3.798  0.688
H  -6.310  -1.454  0.208
H  -0.895  1.175  -3.517
C  2.659  -1.607  3.619
C  3.638  -6.209  -3.552
C  -2.437  4.180  -1.999
H  4.357  3.804  -3.040
C  2.415  -4.487  -2.398
C  0.461  -4.372  -0.356
C  0.703  2.380  -4.264
H  3.580  -3.231  -1.106
C  4.345  2.926  -1.070
H  4.704  -1.180  3.246
C  3.593  -4.083  -1.774
N  -0.116  -0.880  1.298
H  -1.412  -6.786  1.108
H  -6.717  0.965  0.565
C  4.781  -4.744  -2.032
H  -4.870  2.567  0.268
C  -3.431  1.066  -0.266
C  -1.106  -1.553  1.854
H  -0.143  4.728  0.602
H  3.653  -7.033  -4.253
C  -0.668  -6.006  1.008
H  1.976  -3.224  0.635
C  -3.123  4.738  0.252
S  -0.583  -4.169  -3.301
H  -0.002  -6.163  3.041
H  1.446  4.048  0.974
C  4.805  -5.812  -2.921
C  -0.973  -2.204  3.087
C  2.164  -0.135  1.253
C  -5.509  -0.742  0.066
C  0.321  2.815  2.986
C  -3.211  -0.289  -0.563
H  4.053  1.997  0.817
H  5.693  -4.423  -1.546
H  -2.883  0.847  2.190
H  0.384  -2.705  4.654
H  -1.822  -2.726  3.503
H  1.224  3.370  3.212
H  -1.089  -5.648  -1.075
C  -3.284  4.474  1.726
H  -1.838  -1.857  -1.110
H  5.261  3.415  -0.769
S  1.258  -1.712  -1.812
C  -3.431  6.307  -1.581
C  1.071  -4.652  1.958
H  -3.779  7.273  -1.923
C  -3.546  5.969  -0.242
C  1.105  -0.846  1.912
C  3.822  3.162  -2.351
C  3.694  2.104  -0.193
C  2.445  -5.549  -3.292
C  -5.738  0.613  0.270
H  2.843  -2.143  4.540
C  0.240  -2.189  3.713
C  -0.209  2.889  1.703
H  5.735  -6.325  -3.127
H  -3.911  5.244  2.171
H  -3.982  6.680  0.450
H  -1.934  0.769  4.461
C  1.978  2.924  -3.985
C  -2.871  5.407  -2.471
H  -1.861  -0.493  -2.203
C  -2.566  3.822  -0.655
H  2.489  3.550  -4.702
H  1.527  -5.843  -3.785
H  -3.740  3.505  1.927
H  0.213  2.573  -5.208
C  2.581  2.638  -2.753
N  0.650  1.304  -2.125
H  -2.041  -1.573  1.313
C  1.337  -1.536  3.111
H  4.293  0.027  1.147
C  -0.491  -5.375  -0.215
C  0.119  -5.654  2.094
H  -1.971  3.481  -2.685
C  -1.369  2.149  1.411
C  1.231  -4.004  0.745
C  0.081  1.606  -3.339
C  3.454  -0.338  1.716
C  -4.264  -1.183  -0.355
C  -1.982  1.405  2.416
C  -1.448  1.355  3.693
H  0.148  2.016  4.967
H  0.450  3.350  -0.309
Ru  -0.124  0.165  -0.552
C  2.478  1.457  -0.594
C  3.685  -1.058  2.902
C  -4.697  1.512  0.103
C  -0.283  2.054  3.975
N  1.751  0.602  0.172
C  1.890  1.786  -1.840
P  0.816  -3.679  -2.019
H  -4.105  -2.233  -0.568
P  -1.961  2.126  -0.324
H  -2.762  5.657  -3.517
H  1.697  -4.383  2.799
H  -2.323  4.482  2.244

Calculated values
2S+1 = 6
HOMO-LUMO gap (alpha / beta) = 4.722 / 5.112 eV
Total energy = -3706.89308 hartree
Charge = 0
<S²> = 8.84
Maximum force = 1.01 eV/A

Mulliken population analysis, charges in e, atoms 1 to 8: C -0.895; C -1.835; H 0.414; H 0.505; C -0.823; C -0.540; C -1.189; H 0.429

***

Entry 3:
Below is a structure of composition C51H43CdN5Se2, with properties calculated with the ωB97M-V functional and the def2-TZVPD basis.

CARTESIAN COORDINATES (ANGSTROEM)
H  2.820  4.637  -5.683
C  0.512  -3.087  -0.349
C  -3.760  1.783  -1.378
Se  -1.008  2.200  -2.436
H  2.470  -2.356  -4.093
C  2.321  -1.555  -3.386
C  -0.740  -2.608  5.023
N  1.621  -0.459  -1.499
C  2.396  -6.482  -3.566
H  -4.012  2.828  -1.200
C  2.348  3.927  -0.655
H  4.384  -5.977  -2.937
Cd  0.171  0.376  -0.096
H  -0.377  -4.660  -2.886
C  1.610  -4.142  -2.269
C  3.340  -5.688  -2.931
H  -4.427  -0.859  -0.074
C  3.351  4.040  -4.952
H  -0.719  7.447  4.737
H  -2.551  -0.900  -1.721
C  -3.378  -0.748  0.211
H  -1.467  4.760  1.487
C  -1.199  6.201  3.058
C  -1.094  1.598  3.818
C  1.710  4.234  0.502
C  3.314  2.543  -3.058
H  2.700  -7.390  -4.071
C  0.298  2.864  2.135
C  1.095  3.012  0.988
C  -0.288  1.671  2.617
H  -3.316  2.247  -3.428
N  -1.014  -1.239  -0.483
H  -2.660  -4.645  6.928
C  -2.424  -1.440  -0.779
C  2.950  -4.521  -2.292
H  0.110  -4.412  2.652
N  -0.339  -2.190  0.268
H  -3.241  -1.112  1.227
H  1.424  3.746  4.458
H  -0.356  4.535  -1.822
C  -2.882  1.657  -2.618
H  0.321  -6.726  -4.046
C  -3.413  -3.783  -0.036
C  0.423  5.628  4.730
H  3.680  -3.890  -1.799
C  -2.684  -3.315  3.813
H  -0.554  -3.348  7.023
C  4.704  2.498  -3.087
C  -1.496  -2.590  3.852
C  1.184  -2.892  -1.576
H  -2.080  -0.119  4.744
H  1.561  3.342  -3.987
C  -0.915  -0.423  2.840
H  -3.707  -4.741  -0.467
C  0.686  4.437  4.068
H  -2.808  0.627  -2.960
Se  -3.014  1.177  0.342
C  -2.338  -4.067  6.071
H  -1.327  2.430  4.462
H  5.292  4.557  -5.710
H  -1.747  4.572  -2.937
H  0.185  -2.045  5.064
H  2.928  4.584  -1.283
C  -1.021  -1.811  2.672
C  2.287  0.416  -2.294
C  2.722  -0.268  -3.497
H  -1.940  6.885  2.661
N  -0.216  0.437  2.050
C  -2.835  -2.890  -1.131
C  4.738  3.993  -4.971
H  1.361  -5.006  0.368
C  -0.517  6.514  4.226
C  2.126  2.513  -0.902
C  1.059  -6.111  -3.548
H  -4.031  -4.602  4.867
H  -4.696  1.244  -1.535
C  0.072  -3.861  1.726
C  -1.321  4.093  -2.059
H  1.670  5.191  0.998
C  -3.103  -4.046  4.915
H  -3.298  -3.294  2.924
C  5.412  3.220  -4.037
C  -1.471  0.306  3.963
C  2.644  3.320  -4.001
C  2.540  1.783  -2.027
H  -4.303  -3.340  0.416
H  -2.686  -3.985  0.746
C  -0.535  -2.577  1.584
C  0.015  4.120  2.893
H  3.268  0.188  -4.308
C  1.626  -1.675  -2.117
C  0.710  -4.168  0.556
H  -3.573  -2.829  -1.936
H  5.229  1.895  -2.356
H  -1.986  4.194  -1.204
H  -1.951  -3.373  -1.552
H  6.494  3.180  -4.048
N  1.400  2.010  0.128
C  0.667  -4.951  -2.897
C  -1.156  -3.343  6.122
H  0.956  5.867  5.641
C  -0.934  5.012  2.397

Calculated values
2S+1 = 1
HOMO-LUMO gap (alpha / beta) = 5.525 / 5.525 eV
Total energy = -7213.56115 hartree
Charge = 0
Maximum force = 1.11 eV/A

Mulliken population analysis, charges in e, atoms 1 to 8: H 0.407; C -0.251; C -1.054; Se 0.224; H 0.558; C -1.242; C -0.042; N 0.001

***

Entry 4:
Below is a cluster of 4 separate species, C51H43INO8 in total, with properties calculated with the ωB97M-V functional and the def2-TZVPD basis.

CARTESIAN COORDINATES (ANGSTROEM)
C  -1.065  -0.792  2.357
C  -1.213  4.376  2.713
C  1.368  -6.790  -1.613
C  -2.238  -1.984  2.337
O  -3.033  9.010  3.181
C  -4.058  -2.675  -4.431
C  1.246  0.570  0.110
H  -1.456  0.177  1.783
C  -2.517  6.275  3.447
C  -4.431  -1.429  -3.909
H  -0.560  -1.521  0.335
C  -0.474  5.208  1.872
C  -0.751  6.580  1.822
C  -3.340  2.640  -1.274
H  -4.703  -4.422  -5.516
H  -0.964  12.717  0.827
C  6.108  -5.756  -0.545
C  4.069  -0.741  1.844
C  -6.299  -2.993  -5.279
C  -1.214  -3.268  2.583
H  0.492  1.288  0.645
H  -2.384  11.220  2.197
H  0.321  4.785  1.259
H  1.041  -8.509  -2.872
C  7.065  -4.905  0.021
H  2.230  0.349  2.811
H  0.463  -0.521  4.172
H  9.886  -6.600  -0.842
C  -3.448  -0.631  -3.149
H  -2.637  3.211  -0.670
H  3.445  -9.083  -3.027
C  -1.551  10.805  1.632
C  8.828  -6.361  -0.761
C  -5.524  2.402  -2.281
H  8.201  -8.105  -1.856
C  0.060  7.458  0.956
C  -0.217  8.908  0.940
C  3.677  -6.307  -1.063
C  2.315  -5.995  -0.965
H  -6.522  2.797  -2.462
C  -6.668  -1.744  -4.775
O  -7.251  0.805  -3.791
C  -4.619  3.141  -1.517
H  -2.799  4.262  4.169
H  1.425  9.359  -0.397
H  9.165  -4.538  0.340
H  0.311  -6.544  -1.540
C  -2.229  4.909  3.506
H  -1.709  -4.259  2.148
O  4.314  -4.466  0.248
C  -2.100  8.551  2.533
H  1.988  -5.131  -0.389
H  -3.314  6.683  4.067
C  -4.993  -3.453  -5.115
O  0.138  1.868  3.164
I  -4.002  -1.756  3.609
O  0.956  6.991  0.262
C  7.877  -7.208  -1.332
C  0.323  11.129  0.140
H  0.731  0.215  -0.906
C  4.086  -7.423  -1.791
C  -1.276  9.432  1.681
C  0.588  9.759  0.173
H  -0.993  3.311  2.753
O  -2.306  -1.042  -2.989
O  5.872  -8.784  -2.479
C  -3.864  0.666  -2.578
C  -1.780  7.112  2.599
C  -6.125  0.368  -3.580
C  1.778  -7.895  -2.359
H  6.756  -4.003  0.548
C  6.514  -6.899  -1.233
H  -0.224  -3.453  0.684
O  -0.779  1.275  3.874
H  -1.353  -0.623  4.660
C  4.673  -5.440  -0.403
H  4.676  -0.950  2.850
H  -0.778  -3.423  3.658
H  1.981  -1.582  0.238
H  2.270  1.061  -0.184
H  -2.569  -2.025  1.199
H  0.929  -3.390  1.971
H  -4.913  4.105  -1.108
H  2.291  -1.531  3.045
H  4.305  -1.630  1.119
H  0.953  11.790  -0.451
C  -5.731  -0.958  -4.094
C  2.483  -0.656  2.257
C  -2.959  1.407  -1.806
C  -0.751  11.650  0.861
C  -5.149  1.158  -2.804
H  -3.042  -3.043  -4.302
C  8.423  -5.205  -0.093
C  3.134  -8.216  -2.445
C  0.012  -1.549  1.382
H  -1.958  1.025  -1.614
C  5.517  -7.778  -1.877
H  4.455  0.301  1.459
C  -0.610  -0.215  3.820
C  1.436  -0.837  0.995
H  -7.031  -3.605  -5.802
H  0.993  1.989  3.683
N  -0.008  -3.070  1.642
H  -7.688  -1.389  -4.911

Calculated values
2S+1 = 1
HOMO-LUMO gap = 7.724 eV
Total energy = -2923.16503 hartree
Charge = +1
Maximum force = 5.93 eV/A

Mulliken population analysis, charges in e, atoms 1 to 8: C 0.602; C 0.032; C -0.454; C -0.719; O -0.671; C -0.488; C -0.928; H 0.215